ORCA calculation (the ωB97M-V functional and the def2-TZVPD basis) on C9H8ClN3O2 in the gas phase at a distorted geometry.

- Relative energy (zero: lowest compared OMol25 entry of this formula, charge and spin): 35.5 kcal per mole
- Multiplicity: 1

```
23
Properties=species:S:1:pos:R:3:forces:R:3
Cl 1.06020 -2.29888 4.44652 0.576 0.265 -0.737
O 0.31845 1.98080 -2.47992 0.128 1.394 0.490
O 0.34492 0.31351 -0.92215 -0.575 -1.670 0.608
N 1.75226 2.28800 -0.76255 -2.755 -5.729 0.873
N 1.88929 3.31490 -1.55699 -1.709 1.971 -2.662
N 0.76467 4.15922 -3.35562 -2.762 1.132 -4.063
C 0.97311 3.20823 -2.51092 3.651 -1.974 4.117
C 1.92009 -0.67761 0.73553 -2.387 0.454 -0.042
C -1.34710 -0.91731 3.61527 -1.959 -0.504 -1.694
C -0.47292 -0.39058 1.27003 1.489 1.425 -1.134
C 0.79888 1.45845 -1.30122 3.932 4.656 0.633
C 0.67581 -0.15269 0.35758 -2.696 -1.655 2.535
C 2.01176 -1.29074 1.97795 1.715 -1.879 0.540
C 0.90808 -1.48232 2.89448 2.842 0.633 -1.364
C -0.29828 -0.91428 2.56819 -0.202 -0.211 -0.997
H 1.24560 5.03186 -3.49623 0.371 -0.472 0.719
H -1.42367 -1.84736 4.14601 -0.313 -0.803 -0.306
H -2.34190 -0.60495 3.21472 0.779 -0.198 0.444
H -1.50417 -0.05247 1.01138 1.121 -0.138 -0.053
H 3.08694 -1.75727 2.01817 -2.387 0.614 1.059
H 0.15260 3.87652 -4.10548 0.035 0.479 -0.246
H -1.04221 -0.30520 4.39198 0.449 1.851 1.435
H 2.69868 -0.76880 0.01434 0.657 0.357 -0.154
```
Positions in Å, forces in eV/Å.

ORCA calculation (the ωB97M-V functional and the def2-TZVPD basis) on a 2-piece molecular cluster, CH3O2S2 overall at a distorted geometry.

- Relative energy (zero: lowest compared OMol25 entry of this formula, charge and spin): 80.5 kcal per mole
- Multiplicity: 1
- Charge: -1

```
8
Properties=species:S:1:pos:R:3:forces:R:3
S 1.66464 -0.83347 0.04732 1.805 -0.506 0.065
S -1.12649 0.03835 -0.52145 1.573 -0.388 -2.664
O -2.08766 0.52284 0.41474 -2.097 1.155 2.556
O -0.95726 -1.46275 -0.47505 -0.313 -0.679 0.107
C 0.54996 0.44497 0.20602 0.768 4.709 -2.031
H 0.64488 0.93479 1.15475 -0.692 0.365 0.434
H 0.87240 1.82126 -0.73008 -0.555 -2.987 1.957
H 0.43953 -1.46599 -0.09624 -0.490 -1.668 -0.425
```
Positions in Å, forces in eV/Å.

ORCA calculation (the ωB97M-V functional and the def2-TZVPD basis) on a 2-piece molecular cluster, C4H11NOP overall at a distorted geometry.

- Relative energy (zero: lowest compared OMol25 entry of this formula, charge and spin): 95.8 kcal per mole
- Multiplicity: 1
- Charge: +1

```
18
Properties=species:S:1:pos:R:3:forces:R:3
P 3.82794 -0.53164 -0.05327 -1.240 1.662 -2.244
O -2.97304 -0.56030 0.37058 1.598 -1.281 -1.046
N -0.47071 -1.28031 -0.25832 3.434 3.985 0.694
C -0.73620 -0.09296 0.23428 3.262 -3.771 -0.765
C 2.28499 -1.14547 -0.12119 1.713 -0.169 0.889
C -1.98874 0.40189 0.55735 -3.326 1.711 4.500
C -2.12220 1.75087 -0.07626 1.300 0.159 0.941
H 0.17622 0.49502 0.44628 -0.658 -0.159 -0.081
H 2.14744 -1.94295 0.60790 0.157 -0.210 0.396
H 5.08012 -0.48912 0.63093 -0.658 -0.680 0.185
H -3.87996 -0.33664 0.44527 -1.088 1.035 0.236
H -1.99997 0.67704 1.73156 0.675 -0.761 -2.027
H -2.91000 2.30360 0.30760 -1.666 0.871 0.859
H 3.94765 0.48133 -1.09290 0.177 -0.814 1.066
H -2.29673 1.57243 -1.07008 -0.132 0.134 -2.791
H 0.67819 -1.29276 -0.44420 -1.732 -0.468 -0.083
H -1.21583 2.33551 0.12933 -0.182 -0.132 -0.409
H -1.10804 -1.91249 -0.63688 -1.634 -1.111 -0.319
```
Positions in Å, forces in eV/Å.

ORCA calculation (the ωB97M-V functional and the def2-TZVPD basis) on C31H20F4N10PRe as an isolated structure at a distorted geometry.

- E: -69625.9753 eV
- Multiplicity: 4
- Charge: +3
- Expectation value of S²: 3.78

```
67
Properties=species:S:1:pos:R:3:forces:R:3
Re 0.00000 0.00000 0.00000 1.625 1.224 -3.039
P -1.93793 -1.22907 0.67270 -3.737 -0.533 1.800
F -1.40663 7.03394 -1.07499 -0.946 -0.937 0.348
F -3.83357 8.13891 -0.77659 0.144 -1.960 0.296
F -3.42720 2.76435 -1.67883 0.288 0.456 0.562
F -5.85041 3.85885 -1.38737 1.325 0.848 0.645
N 0.31781 -1.31511 -1.45213 0.220 0.350 1.000
N 1.01583 5.47748 -0.01305 -1.154 -0.821 -0.240
N 2.78716 -3.74232 -2.02208 -1.045 0.717 1.322
N 2.11123 -4.82506 -3.82694 -1.012 1.144 -1.056
N -8.09665 4.87764 0.38610 1.078 0.833 -0.182
N -6.27849 8.80681 0.92922 0.077 -1.314 -0.500
N 0.74408 -3.12346 -3.11769 -2.729 4.228 2.165
N -0.93909 -2.03648 1.72187 2.770 -0.685 1.609
N -1.10286 1.62449 -0.14587 2.205 1.023 -3.787
N 1.00105 -0.56903 1.60326 -0.164 -1.790 0.408
C -4.01795 -4.79314 0.31745 0.148 0.328 0.056
C -4.89994 5.95271 -0.57084 0.424 -0.066 -0.611
C -2.87327 2.18435 2.76025 -0.087 -0.349 0.163
C -1.15106 4.17426 -0.55558 1.276 -1.907 0.438
C -3.70045 6.79892 -0.73818 -0.839 1.146 -0.178
C -6.05167 6.41058 -0.01603 -0.016 0.096 0.044
C -2.35444 1.27258 1.83696 -0.956 0.006 1.751
C -7.18426 5.56728 0.19358 -1.210 -0.900 0.178
C -2.67906 -0.09111 1.90974 -0.369 1.119 -0.463
C 2.26508 -0.30515 1.99982 1.469 0.662 0.113
C -2.99699 -3.85902 0.51901 0.249 -0.169 -0.081
C 1.81204 -3.82516 -2.96199 3.437 -2.759 -0.287
C -3.72068 1.74506 3.77425 0.114 0.245 -0.154
C 0.38468 -1.66506 2.10594 -0.763 -1.820 0.660
C 2.35964 -2.23227 3.37809 -0.726 -0.396 -0.003
C -4.75581 4.56298 -1.04012 -1.087 -0.067 -0.344
C -5.30797 -4.36536 0.01434 0.128 0.025 0.009
C 1.05519 -2.52372 2.98271 0.432 0.356 0.311
C -4.55567 -2.07199 0.10358 -0.102 0.216 -0.065
C 0.04276 4.89752 -0.26212 1.575 0.640 0.275
C -3.52636 -0.51756 2.94568 -0.074 -0.138 0.165
C -2.48378 6.24651 -0.89197 1.143 -0.259 -0.286
C -4.04615 0.39450 3.86858 0.316 -0.321 -0.323
C -3.25249 -2.48105 0.43860 -0.238 -0.269 -0.856
C -6.17790 7.73662 0.49147 -0.141 1.467 0.521
C 0.50212 -2.14660 -2.23880 1.212 -3.590 -2.564
C -2.32253 4.78289 -0.87069 -2.567 0.969 -0.360
C -1.08859 2.76354 -0.36042 0.012 3.316 -1.870
C 2.97895 -1.09624 2.88016 -0.414 0.654 -0.466
C -5.57649 -3.00473 -0.09855 0.378 0.262 0.094
C -3.54066 4.01104 -1.17985 0.541 0.324 -0.124
H -6.57773 -2.66460 -0.35003 0.207 -0.017 0.062
H -4.12171 2.45403 4.49345 0.034 -0.126 -0.102
H 2.57331 -3.16732 -1.21209 0.297 0.009 -0.241
H 3.99236 -0.83672 3.16322 -0.145 0.123 -0.097
H -6.10005 -5.09176 -0.14712 0.140 0.117 0.035
H 3.14408 -4.64825 -1.73706 0.309 0.154 -0.243
H -3.79650 -1.56586 3.04814 -0.053 0.088 -0.113
H 0.56994 -3.41964 3.35535 -0.088 0.147 -0.123
H -2.60744 3.23566 2.68875 -0.020 -0.095 0.068
H 1.38467 0.89452 -0.50707 -0.382 -0.066 0.111
H -1.99329 -4.22378 0.72592 -0.144 0.064 0.017
H -1.40416 -2.37468 2.55966 -0.192 -0.426 -0.158
H -1.67811 1.63411 1.06417 -2.273 -0.632 3.571
H -3.80046 -5.85590 0.38653 0.007 0.217 0.029
H 1.50319 -4.80688 -4.64100 0.013 -0.398 0.041
H -4.70332 0.04781 4.66169 0.107 0.013 -0.170
H 3.08550 -4.82668 -4.10737 0.057 -0.470 0.222
H 2.88497 -2.89072 4.06330 -0.093 0.022 -0.100
H 2.70242 0.59191 1.57149 -0.030 -0.181 0.021
H -4.79068 -1.01405 -0.00281 0.039 -0.145 0.073
```
Positions in Å, forces in eV/Å.

ORCA calculation (the ωB97M-V functional and the def2-TZVPD basis) on a 2-piece molecular cluster, C7H9N overall at a distorted geometry.

- Relative energy (zero: lowest compared OMol25 entry of this formula, charge and spin): 66.2 kcal per mole
- Multiplicity: 1

```
17
Properties=species:S:1:pos:R:3:forces:R:3
N -0.48674 0.48528 -1.68989 0.836 -0.332 -2.944
C -0.57963 -0.79341 -1.46222 0.367 -1.182 1.505
C 1.68616 0.59536 0.72282 -1.404 -1.244 2.027
C -1.01626 -1.28525 -0.22921 0.750 -0.050 -0.957
C -0.83311 1.36763 -0.81646 0.214 0.050 0.003
C -1.45979 -0.32853 0.63356 -3.140 -2.073 3.599
C 2.22708 -0.64988 0.51251 -1.017 1.054 3.770
C -1.34184 0.98405 0.38467 -1.602 3.460 0.710
H 2.35443 -1.45618 1.40486 -0.934 2.054 -2.205
H 0.91968 0.81773 1.63247 2.592 -0.793 -1.645
H -0.20314 -1.45958 -2.20824 0.039 -0.338 -0.555
H 2.63527 -0.98032 -0.39046 0.912 -0.022 -1.309
H -2.15407 -0.66172 1.52931 1.968 0.643 -1.478
H -0.91936 -2.31869 0.07484 -0.429 -0.088 -0.315
H 1.66501 1.49774 0.09830 0.353 -0.964 -0.434
H -1.80349 1.82867 0.96820 0.582 -1.356 -0.027
H -0.69018 2.35711 -1.16506 -0.088 1.182 0.257
```
Positions in Å, forces in eV/Å.